Record 1
The following is a DFT calculation (ωB97M-V/def2-TZVPD) of a structure of composition C14H42HfN7O5P2 at a distorted geometry.

Properties
Multiplicity: 1
HOMO level, eV: -15.7
Energy, Eh: -2047.5709
LUMO level, Ha: -0.475
Total charge: +3
HOMO-LUMO gap, eV: 2.755

Geometry (Å):
Hf 6.71 -9.22 12.13
C 3.10 -8.86 13.29
O 4.28 -9.16 12.56
H 2.53 -9.79 13.24
H 3.40 -8.58 14.30
H 2.43 -8.19 12.75
O 5.54 -10.96 10.82
P 4.61 -12.04 10.38
N 3.00 -11.45 10.01
C 1.83 -12.28 10.13
C 2.86 -10.11 9.54
N 4.63 -13.32 11.49
C 5.73 -14.30 11.46
C 3.89 -13.44 12.78
N 4.91 -12.80 8.87
C 5.69 -12.19 7.81
C 4.08 -14.01 8.50
H 2.18 -13.31 10.14
H 1.18 -12.35 9.26
H 1.28 -12.06 11.05
H 3.73 -9.46 9.65
H 2.05 -9.48 9.89
H 2.65 -10.06 8.47
H 6.53 -13.96 10.79
H 6.14 -14.30 12.47
H 5.48 -15.30 11.11
H 4.37 -13.92 13.64
H 3.81 -12.46 13.24
H 2.90 -13.87 12.67
H 6.69 -12.41 8.18
H 5.51 -12.83 6.94
H 5.64 -11.12 7.65
H 3.19 -13.67 7.99
H 3.65 -14.54 9.35
H 4.65 -14.64 7.82
O 6.50 -6.81 12.22
P 6.33 -5.31 12.02
N 7.71 -4.51 11.29
C 7.99 -3.07 11.58
C 8.79 -5.26 10.59
N 6.31 -4.44 13.52
C 5.07 -3.62 13.88
C 7.32 -4.57 14.64
N 4.99 -4.75 11.05
C 4.93 -3.40 10.50
C 3.81 -5.49 10.98
H 7.12 -2.56 12.01
H 8.25 -2.51 10.67
H 8.73 -2.95 12.36
H 9.03 -6.23 11.01
H 9.78 -4.79 10.58
H 8.47 -5.53 9.59
H 5.04 -3.46 14.96
H 5.17 -2.58 13.58
H 4.09 -4.00 13.59
H 6.81 -4.66 15.60
H 8.03 -5.38 14.46
H 7.82 -3.61 14.65
H 4.50 -3.51 9.51
H 4.41 -2.65 11.09
H 5.93 -3.01 10.31
H 2.97 -4.97 10.52
H 3.47 -5.75 11.98
H 3.89 -6.45 10.48
C 6.87 -8.67 16.69
N 6.35 -7.79 15.56
O 6.29 -8.27 14.39
O 6.00 -6.67 15.93
H 7.37 -8.05 17.43
H 7.59 -9.45 16.43
H 5.99 -9.11 17.17


Record 2
The following is a DFT calculation (ωB97M-V/def2-TZVPD) of a cluster of 8 separate species, C14H42NO10 in total at a distorted geometry.

Properties
Multiplicity: 1
ΔE to the lowest compared entry with this formula, charge and spin, eV: 10.416
HOMO level, eV: -6.4
Energy, Eh: -1365.3648
LUMO level, Ha: 0.097
Total charge: -1
HOMO-LUMO gap, eV: 9.022

Geometry (Å):
N -6.86 -45.68 -20.01
O -7.18 -46.34 -21.01
O -7.40 -45.80 -18.92
O -5.76 -45.24 -20.11
C -2.93 -48.62 -18.70
C -3.41 -47.75 -19.78
O -3.45 -46.37 -19.24
H -2.96 -49.61 -19.28
H -3.57 -48.96 -17.99
H -1.83 -48.29 -18.18
H -4.53 -47.99 -19.97
H -2.78 -47.80 -20.70
H -4.22 -45.97 -19.45
C -3.42 -45.52 -24.55
C -4.46 -45.26 -23.39
O -5.68 -45.93 -23.48
H -3.81 -45.51 -25.48
H -3.26 -46.64 -24.46
H -2.52 -45.03 -24.58
H -4.50 -44.16 -23.06
H -4.12 -45.51 -22.23
H -6.27 -45.98 -22.74
C -8.80 -42.44 -17.62
C -9.33 -43.70 -16.81
O -9.84 -44.69 -17.71
H -9.68 -42.19 -18.19
H -7.94 -42.80 -18.07
H -8.69 -41.54 -17.00
H -10.26 -43.47 -16.03
H -8.35 -44.21 -16.21
H -9.09 -45.16 -18.23
C -11.45 -48.56 -19.79
C -10.11 -47.79 -19.87
O -9.56 -47.75 -21.21
H -11.86 -48.28 -18.71
H -11.36 -49.69 -19.69
H -12.23 -48.30 -20.45
H -9.23 -48.19 -19.17
H -10.05 -46.70 -19.67
H -8.64 -47.22 -21.08
C -6.64 -50.05 -20.81
C -7.22 -50.47 -19.49
O -6.75 -51.74 -19.14
H -5.48 -50.00 -20.64
H -7.09 -49.20 -21.13
H -6.67 -50.86 -21.61
H -8.25 -50.55 -19.78
H -7.16 -49.78 -18.51
H -7.51 -52.11 -18.50
C -5.51 -40.38 -20.82
C -5.78 -41.90 -20.44
O -4.61 -42.78 -20.44
H -6.36 -39.91 -20.60
H -5.13 -40.32 -21.83
H -4.59 -40.18 -20.31
H -6.64 -42.32 -20.81
H -5.78 -41.97 -19.52
H -4.74 -43.71 -20.29
C -5.74 -47.87 -14.67
C -5.85 -47.59 -16.17
O -6.96 -46.74 -16.40
H -4.85 -48.53 -14.67
H -6.40 -48.65 -14.42
H -5.61 -47.10 -13.94
H -6.02 -48.57 -16.76
H -4.90 -46.91 -16.74
H -7.06 -46.44 -17.28


Record 3
The following is a DFT calculation (ωB97M-V/def2-TZVPD) of a cluster of 7 separate species, C14H42O13 in total at a distorted geometry.

Properties
Multiplicity: 1
ΔE to the lowest compared entry with this formula, charge and spin, eV: 0.782
HOMO level, eV: -9.8
Energy, Eh: -1536.5954
LUMO level, Ha: 0.008
Total charge: 0
HOMO-LUMO gap, eV: 10.021

Geometry (Å):
O -3.78 5.38 -0.92
C -3.47 4.14 -0.30
C -3.06 3.14 -1.34
O -1.86 3.60 -1.96
H -3.05 5.60 -1.50
H -2.66 4.27 0.43
H -4.40 3.82 0.16
H -3.85 3.11 -2.10
H -2.98 2.12 -0.96
H -1.67 3.10 -2.76
O -2.78 -3.19 -3.73
C -3.27 -2.20 -2.87
C -4.48 -2.59 -2.11
O -5.58 -2.75 -3.02
H -3.49 -3.50 -4.30
H -2.49 -1.85 -2.20
H -3.43 -1.29 -3.48
H -4.75 -1.81 -1.38
H -4.29 -3.48 -1.50
H -6.27 -3.21 -2.54
O -1.45 0.31 3.57
C -0.43 -0.30 4.36
C 0.16 0.61 5.41
O 1.17 1.47 4.89
H -1.09 1.14 3.23
H -0.85 -1.20 4.81
H 0.40 -0.68 3.74
H 0.60 0.03 6.22
H -0.64 1.22 5.85
H 0.75 2.24 4.48
O 3.30 -3.22 1.44
C 2.05 -3.06 0.80
C 1.09 -4.14 1.20
O 1.51 -5.46 0.89
H 3.99 -2.65 1.06
H 1.57 -2.12 1.10
H 2.22 -3.05 -0.28
H 0.13 -3.90 0.71
H 0.87 -4.12 2.27
H 1.70 -5.49 -0.05
O 3.25 -0.45 -2.99
C 4.61 -0.78 -2.76
C 5.06 -0.31 -1.43
O 4.55 -1.19 -0.43
H 2.73 -1.23 -3.17
H 4.72 -1.88 -2.79
H 5.24 -0.43 -3.58
H 4.70 0.70 -1.21
H 6.15 -0.24 -1.36
H 4.44 -0.70 0.39
O 1.23 3.78 2.04
C 1.80 2.59 1.48
C 1.48 2.52 0.02
O 2.16 3.64 -0.59
H 1.50 4.52 1.48
H 2.87 2.58 1.70
H 1.32 1.78 2.03
H 0.41 2.67 -0.13
H 1.78 1.62 -0.52
H 1.71 3.89 -1.41
C -0.25 -0.27 -1.31
C -1.29 -0.23 -0.22
O -0.73 -1.05 0.82
H 0.68 -0.04 -0.81
H -0.49 0.43 -2.11
H -0.19 -1.27 -1.73
H -2.24 -0.70 -0.49
H -1.47 0.77 0.19
H -1.18 -0.81 1.64


Record 4
The following is a DFT calculation (ωB97M-V/def2-TZVPD) of a cluster of 7 separate species, C14H42O7 in total at a distorted geometry.

Properties
Multiplicity: 1
ΔE to the lowest compared entry with this formula, charge and spin, eV: 2.259
HOMO level, eV: -10.0
Energy, Eh: -1085.1787
LUMO level, Ha: 0.022
Total charge: 0
HOMO-LUMO gap, eV: 10.589

Geometry (Å):
C 17.07 -12.37 9.34
C 16.43 -13.50 10.13
O 16.75 -14.75 9.50
H 16.71 -11.39 9.68
H 16.74 -12.37 8.29
H 18.16 -12.34 9.35
H 15.34 -13.35 10.18
H 16.82 -13.62 11.13
H 16.56 -14.62 8.56
C 16.31 -14.12 14.11
C 16.99 -14.52 15.40
O 17.75 -13.43 15.92
H 16.99 -14.08 13.27
H 15.81 -13.16 14.29
H 15.45 -14.75 13.88
H 17.67 -15.36 15.22
H 16.28 -14.89 16.15
H 18.29 -13.77 16.63
C 16.99 -17.86 10.86
C 16.51 -18.92 11.84
O 17.44 -20.02 11.74
H 16.58 -18.09 9.87
H 18.07 -17.81 10.79
H 16.60 -16.88 11.12
H 15.51 -19.26 11.58
H 16.54 -18.56 12.87
H 17.13 -20.73 12.31
C 16.01 -14.99 4.53
C 16.09 -15.02 6.04
O 15.14 -14.22 6.70
H 16.12 -13.94 4.22
H 15.04 -15.28 4.14
H 16.76 -15.68 4.14
H 17.10 -14.90 6.45
H 15.87 -16.04 6.39
H 15.16 -13.30 6.41
C 15.97 -7.53 8.65
C 15.05 -8.60 9.18
O 13.68 -8.22 9.14
H 16.97 -7.62 9.12
H 15.75 -6.52 9.00
H 16.13 -7.48 7.58
H 15.29 -8.85 10.23
H 15.14 -9.57 8.69
H 13.56 -7.42 9.65
C 16.08 -9.29 5.35
C 16.29 -10.62 6.00
O 15.37 -11.58 5.47
H 16.86 -8.61 5.70
H 15.13 -8.79 5.59
H 16.05 -9.35 4.26
H 16.17 -10.58 7.09
H 17.30 -11.03 5.91
H 14.47 -11.39 5.75
C 20.41 -10.42 7.22
C 19.37 -9.35 7.61
O 19.86 -8.56 8.67
H 20.04 -11.09 6.44
H 20.66 -11.08 8.05
H 21.33 -9.89 6.94
H 18.51 -9.88 8.02
H 19.11 -8.76 6.73
H 20.71 -8.17 8.45


Record 5
The following is a DFT calculation (ωB97M-V/def2-TZVPD) of a cluster of 7 separate species, C14H42O7 in total at a distorted geometry.

Properties
Multiplicity: 1
ΔE to the lowest compared entry with this formula, charge and spin, eV: 9.318
HOMO level, eV: -9.5
Energy, Eh: -1084.9192
LUMO level, Ha: 0.014
Total charge: 0
HOMO-LUMO gap, eV: 9.842

Geometry (Å):
C 13.78 13.58 5.82
C 14.51 12.96 7.01
O 14.89 11.62 6.73
H 14.17 13.62 4.85
H 13.49 14.55 5.80
H 12.84 12.80 5.50
H 13.72 13.24 7.92
H 15.37 13.46 7.35
H 15.40 11.20 7.43
C 13.66 19.25 8.58
C 13.33 18.93 7.15
O 14.01 19.92 6.30
H 13.28 18.49 9.11
H 13.27 20.18 8.80
H 14.82 19.06 8.92
H 12.20 18.69 6.86
H 13.77 17.89 6.86
H 13.64 19.98 5.41
C 6.23 17.86 6.29
C 7.64 17.88 5.62
O 8.59 17.67 6.61
H 6.38 18.57 6.98
H 6.12 16.94 6.80
H 5.44 18.31 5.65
H 7.70 18.84 5.30
H 7.66 17.12 4.72
H 8.71 18.43 7.09
C 10.27 15.34 9.58
C 10.83 15.33 8.22
O 9.93 14.88 7.25
H 9.60 16.12 9.40
H 11.00 15.30 10.26
H 9.96 14.39 9.93
H 11.68 14.64 8.12
H 11.27 16.22 7.89
H 9.18 15.52 7.28
C 6.31 13.92 8.20
C 7.02 12.98 7.24
O 8.21 12.59 7.74
H 5.37 14.08 7.87
H 6.78 14.77 8.28
H 6.26 13.72 9.36
H 7.07 13.48 6.15
H 6.39 12.03 7.08
H 9.06 12.92 7.41
C 9.66 19.52 10.00
C 8.98 20.66 9.32
O 8.55 20.21 8.11
H 10.30 19.72 10.74
H 10.43 18.94 9.22
H 9.06 18.69 10.28
H 9.58 21.55 9.18
H 8.04 21.04 9.90
H 8.06 20.81 7.62
C 11.92 12.58 11.09
C 13.11 11.70 11.60
O 13.04 11.58 13.01
H 11.88 12.70 10.17
H 12.06 13.56 11.46
H 10.97 12.34 11.27
H 14.14 11.99 11.13
H 13.14 10.72 11.04
H 13.79 11.03 13.38


Record 6
The following is a DFT calculation (ωB97M-V/def2-TZVPD) of a cluster of 7 separate species, C14H42O7S7 in total at a distorted geometry.

Properties
Multiplicity: 1
ΔE to the lowest compared entry with this formula, charge and spin, eV: 1.223
HOMO level, eV: -8.3
Energy, Eh: -3872.3394
LUMO level, Ha: 0.012
Total charge: 0
HOMO-LUMO gap, eV: 8.664

Geometry (Å):
C 0.25 -19.93 -5.41
S -1.47 -19.32 -5.52
O -1.33 -17.92 -4.97
C -1.43 -19.17 -7.38
H 0.44 -20.86 -5.95
H 0.53 -20.08 -4.37
H 0.90 -19.18 -5.86
H -2.41 -18.78 -7.64
H -1.14 -20.18 -7.65
H -0.63 -18.47 -7.56
C -5.34 -18.16 -5.73
S -6.26 -17.72 -7.21
O -6.65 -19.01 -7.87
C -7.81 -17.09 -6.47
H -4.30 -18.25 -6.03
H -5.75 -19.09 -5.34
H -5.42 -17.41 -4.95
H -8.52 -17.15 -7.30
H -7.71 -16.07 -6.11
H -8.17 -17.82 -5.74
C 2.55 -21.48 -10.77
S 0.92 -21.23 -10.04
O 1.07 -20.58 -8.70
C 0.35 -19.98 -11.25
H 2.72 -22.55 -10.88
H 3.31 -21.14 -10.06
H 2.80 -20.96 -11.69
H 1.16 -19.25 -11.31
H -0.62 -19.57 -10.98
H 0.24 -20.42 -12.24
C -7.22 -22.64 -13.42
S -8.61 -23.83 -13.38
O -8.21 -25.00 -12.57
C -9.57 -22.75 -12.26
H -6.36 -23.15 -13.85
H -6.99 -22.40 -12.38
H -7.44 -21.71 -13.95
H -9.50 -21.70 -12.54
H -9.17 -22.71 -11.24
H -10.63 -23.00 -12.20
C -8.05 -16.85 -11.93
S -9.24 -18.21 -12.09
O -8.43 -19.42 -12.49
C -9.58 -18.35 -10.27
H -8.51 -15.98 -11.45
H -7.70 -16.48 -12.89
H -7.21 -17.31 -11.41
H -9.81 -17.34 -9.94
H -8.71 -18.78 -9.76
H -10.38 -19.08 -10.22
C -5.29 -25.62 -11.55
S -5.52 -24.84 -9.92
O -4.09 -24.37 -9.67
C -5.62 -26.36 -8.94
H -5.86 -26.55 -11.57
H -4.26 -25.79 -11.85
H -5.72 -24.94 -12.28
H -6.43 -26.97 -9.34
H -5.86 -26.10 -7.90
H -4.62 -26.77 -8.95
C -3.13 -21.48 -11.21
S -3.48 -20.02 -10.19
O -2.56 -18.87 -10.44
C -5.10 -19.59 -10.91
H -2.09 -21.79 -11.08
H -3.15 -21.29 -12.29
H -3.69 -22.39 -10.96
H -4.92 -19.00 -11.81
H -5.76 -19.05 -10.23
H -5.69 -20.46 -11.20